1.
{
  "formula": "CClNa7O7",
  "method": "wB97M-V/def2-TZVPD",
  "symbols": ["Na", "Na", "Na", "Na", "Na", "Na", "Na", "Cl", "O", "O", "O", "O", "C", "O", "O", "O"],
  "xyz": [[0.57947, 1.28162, 1.80043], [3.00294, 0.33231, -1.04949], [1.48247, -3.84431, 1.35834], [2.15343, -3.27889, -1.77051], [-1.82207, -3.73193, 0.11281], [-1.90574, -0.10961, -1.30784], [-2.08600, -1.09621, 3.09182], [-0.39057, 3.19161, -0.66906], [0.93703, 2.59708, -0.87566], [-1.14371, 3.09304, -1.79125], [-1.10041, 2.47976, 0.35470], [-0.28268, 4.60516, -0.27961], [0.17426, -1.44322, 0.22337], [0.28358, -0.23231, -0.15414], [0.04455, -2.31210, -0.52279], [0.07344, -1.53198, 1.47886]],
  "nbo_charge": [0.97, 1.00, 0.98, 1.00, 0.99, 0.98, 1.00, 2.57, -0.95, -0.84, -0.99, -0.75, 0.87, -0.92, -0.93, -0.98],
  "total_charge": 4,
  "e_lumo_ev": -15.07,
  "de_lowest_ev": 0.000
}

=====

2.
{
  "formula": "CCrF4O3P",
  "method": "wB97M-V/def2-TZVPD",
  "symbols": ["C", "O", "O", "O", "Cr", "P", "F", "F", "F", "F"],
  "xyz": [[0.86882, -1.72315, -0.22539], [-0.38540, -0.86604, 0.57591], [1.16050, -0.77602, -1.04572], [1.24059, -2.81263, -0.00117], [-0.82757, 0.08816, 2.28486], [-0.22269, 0.57922, -0.28134], [-1.50444, 1.19864, 0.69987], [0.70785, 1.21047, 0.98017], [0.46979, 1.67268, -1.19050], [-1.31331, 0.30977, -1.40339]],
  "nbo_charge": [1.02, -1.00, -0.63, -0.42, 1.67, 2.54, -0.59, -0.59, -0.49, -0.51],
  "spin_multiplicity": 5,
  "s2": 6.0175,
  "total_charge": 1,
  "e_lumo_ev": [-8.03, -7.11],
  "de_lowest_ev": 1.649
}

=====

3.
{
  "formula": "CF2O3S",
  "method": "wB97M-V/def2-TZVPD",
  "symbols": ["C", "O", "O", "O", "F", "F", "S"],
  "xyz": [[-1.75423, 0.23742, 0.00501], [-2.88058, 0.20615, -0.02675], [1.60896, 0.03314, 1.44337], [-0.58815, 0.15638, -0.01852], [1.86002, 0.90479, -0.89270], [1.52113, -1.37026, -0.80365], [2.24424, -0.17161, 0.17181]],
  "nbo_charge": [1.03, -0.49, -0.83, -0.55, -0.47, -0.52, 1.83],
  "e_lumo_ev": 0.50,
  "de_lowest_ev": 0.241
}

=====

4.
{
  "formula": "CF3N2O4S",
  "method": "wB97M-V/def2-TZVPD",
  "symbols": ["C", "N", "N", "O", "O", "O", "O", "F", "F", "F", "S"],
  "xyz": [[-1.73664, -0.60292, -0.46868], [0.56988, 0.35181, -0.80696], [0.80022, 1.47878, -0.54610], [2.85370, -0.58269, 0.14942], [0.39395, 2.54643, -0.47548], [1.41359, 0.83503, 1.49950], [0.85120, -1.54382, 1.00935], [-2.08828, -1.94663, -0.35574], [-2.72021, -0.20519, -1.41982], [-1.87176, 0.02499, 0.72130], [1.53435, -0.35579, 0.69321]],
  "nbo_charge": [0.89, -0.40, 0.38, -0.98, -0.32, -0.97, -0.94, -0.37, -0.40, -0.35, 2.46],
  "total_charge": -1,
  "e_lumo_ev": [3.56, 2.73],
  "de_lowest_ev": 4.094
}

=====

5.
{
  "formula": "CF3NO",
  "method": "wB97M-V/def2-TZVPD",
  "symbols": ["C", "N", "O", "F", "F", "F"],
  "xyz": [[-0.61005, -0.24989, 0.31039], [0.54495, 0.28113, -0.08747], [-1.48644, 0.23460, 0.96154], [-0.70092, -1.53189, -0.10893], [0.79331, 1.59987, -0.11339], [1.45914, -0.33382, -0.96214]],
  "nbo_charge": [0.88, 0.25, -0.53, -0.31, -0.13, -0.16],
  "e_lumo_ev": 0.34,
  "de_lowest_ev": 0.554,
  "smiles": "O=C(F)N(F)F"
}

=====

6.
{
  "formula": "CF3NO",
  "method": "wB97M-V/def2-TZVPD",
  "symbols": ["C", "N", "O", "F", "F", "F"],
  "xyz": [[1.48849, -0.16099, 0.18103], [-1.41202, -0.49851, 0.11288], [2.35104, -0.07462, 0.96104], [1.16454, 0.51665, -0.86523], [-1.88212, -0.43856, -1.17213], [-1.70994, 0.65604, 0.78242]],
  "nbo_charge": [0.79, 0.42, -0.49, -0.30, -0.21, -0.21],
  "spin_multiplicity": 3,
  "s2": 2.0067,
  "e_lumo_ev": [1.07, -1.60],
  "de_lowest_ev": 3.224
}